Below is C36H37CdClIN3O2P as an isolated structure in a non-equilibrium geometry, with properties calculated with ωB97M-V/def2-TZVPD.

Results
Gap between HOMO and LUMO, eV: 8.30
Spin multiplicity: 1
Total charge: +1
DFT total energy, a.u.: -2975.58324

Structure (XYZ):
```
82
Properties=species:S:1:pos:R:3:mulliken_charge:R:1
Cd 1.78222 0.65013 0.54799 0.6529
Cl -0.90987 2.83876 0.47849 0.0235
C -2.42971 2.75843 -0.38287 0.3822
C -2.98159 3.95650 -0.85756 -0.7098
C -4.22417 3.90685 -1.47558 -0.4605
C -4.86936 2.67958 -1.64596 -0.8172
C -4.24779 1.49809 -1.23621 -0.3834
C -3.01927 1.51857 -0.58960 0.3067
P -2.06842 0.04057 -0.02282 1.3527
C -2.92112 -1.27481 -0.90675 0.5859
C -2.94350 -1.23561 -2.31177 -0.6615
C -3.45331 -2.29116 -3.04934 -0.9213
C -3.88220 -3.45664 -2.38982 -0.6568
C -3.77388 -3.54450 -1.01399 -0.6893
C -3.25773 -2.47155 -0.26040 -0.7329
C -2.74875 -0.14305 1.67100 0.0229
C -1.82514 -0.26525 2.69268 -0.0980
C -2.24355 -0.59024 3.98101 -0.8398
C -3.59367 -0.80947 4.21374 -0.6278
C -4.51246 -0.77913 3.17401 -0.7406
C -4.09166 -0.40561 1.91572 -0.1337
H -2.48196 4.89894 -0.70990 0.4895
H -4.70803 4.80364 -1.82772 0.4063
H -5.85293 2.61138 -2.08733 0.4301
H -4.77983 0.54364 -1.39132 0.3038
H -2.63235 -0.34396 -2.83296 0.5320
H -3.49267 -2.18888 -4.12685 0.4411
H -4.30919 -4.23311 -2.99513 0.4285
H -4.15694 -4.41098 -0.49293 0.4689
H -3.27646 -2.53506 0.80894 0.4737
H -0.76371 -0.12114 2.45432 0.2831
H -1.51532 -0.62986 4.78366 0.4852
H -3.87460 -1.02784 5.23114 0.4013
H -5.57330 -0.90704 3.37517 0.4484
H -4.81108 -0.34963 1.12272 0.4661
I 1.74154 2.60860 2.83561 -0.0009
C 3.24503 3.55555 1.69671 0.2041
C 3.82103 4.59531 2.36520 -0.7906
C 4.80424 5.37116 1.72477 -0.6962
C 5.17721 5.08712 0.43776 -0.8262
C 4.59403 4.00335 -0.24651 1.0064
C 5.03096 3.67936 -1.56481 -0.7280
C 4.50411 2.62303 -2.23337 -1.2223
C 3.53260 1.81217 -1.61907 0.6520
C 3.08955 2.05313 -0.35077 -0.9032
C 3.62758 3.17468 0.37891 0.9842
H 3.48448 4.85354 3.36932 0.3746
H 5.25643 6.19364 2.22474 0.4164
H 5.89222 5.70443 -0.09777 0.3782
H 5.77521 4.30449 -2.03506 0.3816
H 4.79844 2.42759 -3.25379 0.4581
H 3.09689 0.95488 -2.12989 0.4046
C 0.11888 -4.71459 1.91776 -1.1357
N 0.65539 -3.37524 2.14071 0.0996
C 1.65106 -3.05005 3.19283 -0.4156
C 2.09885 -1.65312 2.72363 -0.1872
O 2.94343 -0.96510 3.23515 -0.6486
N 1.43239 -1.32927 1.54811 0.9048
C 0.65938 -2.38520 1.23975 -0.1049
N -0.00808 -2.43443 0.09513 0.2298
H 0.87705 -5.45108 2.16107 0.3152
H -0.20171 -4.86790 0.89898 0.4139
H -0.78660 -4.87782 2.54510 0.3160
H 2.50757 -3.74435 3.19496 0.3503
H 1.26241 -3.01101 4.20822 0.3365
H 0.18441 -1.71280 -0.58997 -0.4745
H -0.60964 -3.20177 -0.11104 0.1152
C 3.56999 -2.20047 -0.79250 -0.8869
C 2.88420 -1.83967 -2.08273 -0.4151
O 1.79892 -0.91999 -1.86540 -0.2582
C 1.24980 -0.55990 -3.15135 -0.6978
C 0.30926 0.60117 -2.97337 -0.7601
H 4.44013 -2.79448 -1.00637 0.5180
H 2.89071 -2.74630 -0.12191 0.0406
H 3.88013 -1.31321 -0.24526 0.1065
H 2.48992 -2.75537 -2.51061 0.3798
H 3.58142 -1.35055 -2.79067 0.4355
H 0.77219 -1.43644 -3.59175 0.5203
H 2.08201 -0.31173 -3.80564 0.5107
H -0.48436 0.37823 -2.25647 -0.3088
H -0.11205 0.86386 -3.95784 0.4911
H 0.83472 1.46597 -2.59433 0.2045
```

---

Below is C36H37ClN7O3ReS2 as an isolated structure in a non-equilibrium geometry, with properties calculated with ωB97M-V/def2-TZVPD.

Results
Gap between HOMO and LUMO (spin up / spin down), eV: 5.68 / 5.81
ΔE to the lowest compared entry with this formula, charge and spin, eV: 0.071
Spin multiplicity: 2
Total charge: +1
DFT total energy, a.u.: -3337.68636
⟨S²⟩: 0.766

Structure (XYZ):
```
87
Properties=species:S:1:pos:R:3:mulliken_charge:R:1
Re 0.14720 -1.41436 -1.41661 0.9388
S 2.39880 -1.61247 -1.00279 -0.5524
C 2.52283 -2.97856 -2.14708 0.3098
N 3.64201 -3.34826 -2.77080 -0.4298
N 4.70086 -2.67076 -2.60274 0.4760
C 5.92117 -3.01105 -3.24985 0.7346
C 6.99805 -2.16000 -3.05440 -0.5010
C 8.20361 -2.44552 -3.67391 -0.5688
C 8.32197 -3.57074 -4.47573 -0.5179
C 7.23183 -4.41430 -4.65705 -0.5453
C 6.02074 -4.14321 -4.04552 -0.2743
N 1.48181 -3.80271 -2.37012 -0.8849
N 0.34363 -3.36767 -1.93763 0.9330
C -0.67385 -4.38874 -1.86743 0.3643
C -0.35052 -5.66413 -1.43163 -0.4032
C -1.35286 -6.61748 -1.35207 -0.5982
C -2.65685 -6.29527 -1.71342 -0.5517
C -2.96268 -5.01402 -2.15321 -0.6844
C -1.96832 -4.05172 -2.22880 -0.1401
H 4.68290 -1.83570 -2.01656 0.2474
H 6.89650 -1.28441 -2.42163 0.3378
H 9.04924 -1.78678 -3.52935 0.3697
H 9.26417 -3.79318 -4.95826 0.3896
H 7.32582 -5.29351 -5.28079 0.3727
H 5.16426 -4.79071 -4.17508 0.4145
H 0.66679 -5.89557 -1.14538 0.4507
H -1.11579 -7.61377 -1.00338 0.3851
H -3.43395 -7.04685 -1.65748 0.4123
H -3.97447 -4.76293 -2.44693 0.4549
H -2.18749 -3.05850 -2.59543 0.5243
O -2.32650 1.11971 -2.57053 -0.5579
C -2.28510 -0.01466 -2.19166 -0.1279
O -1.31923 -0.89458 -2.59258 -0.6546
C -3.30126 -0.63324 -1.29124 0.6248
C -4.64680 -0.41710 -1.56684 -0.5702
C -5.62688 -1.02279 -0.79653 -0.7224
C -5.26340 -1.84128 0.26433 -0.7802
C -3.92509 -2.04835 0.56040 -1.1995
C -2.93903 -1.44559 -0.21509 1.3701
S -1.27395 -1.71854 0.35439 -0.3096
H -4.90972 0.23171 -2.39257 0.5008
H -6.67154 -0.86160 -1.02699 0.4402
H -6.02248 -2.31993 0.86908 0.4906
H -3.63907 -2.68236 1.39227 0.5144
C 1.59666 5.01684 3.27255 -1.9376
C 1.38176 4.33725 1.91042 2.2209
C 2.04858 2.95508 1.97408 -1.6579
C 2.10492 5.18800 0.85754 -1.9358
C -0.15426 4.26011 1.59243 2.0468
O -0.74368 5.55661 1.72411 -0.7049
C -0.88991 3.28411 2.52014 -1.0283
C -2.41547 3.24901 2.36588 -0.6106
C -3.05275 2.38221 3.42613 -0.2021
C -3.71992 2.95011 4.50486 -0.3059
C -4.28785 2.16341 5.49971 -0.7788
C -4.18182 0.78794 5.41609 0.3603
Cl -4.88787 -0.21132 6.65100 -0.2164
C -3.52082 0.19416 4.35451 -1.0418
C -2.96658 0.99561 3.36781 0.2713
C -0.46520 4.02752 0.10311 -3.2354
N 0.01590 2.77355 -0.49581 1.2050
C -0.39193 1.53463 -0.30040 -0.0136
N 0.29371 0.71419 -1.09389 0.2495
C 1.14187 1.55725 -1.76804 -0.5905
N 0.99482 2.80792 -1.43920 -0.9138
H 2.65815 4.98164 3.52410 0.4805
H 1.06068 4.52645 4.08725 0.3291
H 1.31732 6.07319 3.24919 0.5352
H 3.11671 3.09247 2.15763 0.5345
H 1.95896 2.39527 1.04055 0.2222
H 1.65853 2.34219 2.78905 0.3122
H 3.09679 5.45816 1.22583 0.4749
H 1.56243 6.11442 0.65965 0.3615
H 2.24042 4.65190 -0.08322 0.3482
H -0.64843 5.85342 2.63536 0.5769
H -0.67479 3.58939 3.54649 0.5607
H -0.48578 2.27314 2.42611 0.3672
H -2.70687 2.88176 1.37560 0.1636
H -2.80710 4.26271 2.44643 0.5683
H -3.80580 4.02948 4.57244 0.3813
H -4.81103 2.61412 6.33254 0.4292
H -3.44513 -0.88358 4.30452 0.4615
H -2.45513 0.51525 2.53848 0.3291
H -0.00199 4.81552 -0.47820 0.6094
H -1.53892 4.09926 -0.05243 0.4385
H -1.18827 1.24181 0.36318 0.3398
H 1.84173 1.22935 -2.51896 0.5136
```

---

Below is C36H37CsN6O3Se as an isolated structure in a non-equilibrium geometry, with properties calculated with ωB97M-V/def2-TZVPD.

Results
Gap between HOMO and LUMO, eV: 6.24
ΔE to the lowest compared entry with this formula, charge and spin, eV: 1.118
Spin multiplicity: 1
Total charge: -2
DFT total energy, a.u.: -4370.03469

Structure (XYZ):
```
84
Properties=species:S:1:pos:R:3:mulliken_charge:R:1
Cs -0.73946 -1.50628 -0.71956 1.1535
C -2.87803 2.42823 2.00732 -1.6846
C -2.24651 1.26958 2.73064 1.1286
C -1.06428 1.44936 3.44258 -0.7756
C -0.43031 0.38476 4.07159 0.9209
C 0.86854 0.58285 4.80889 -1.6333
C -1.00564 -0.87695 3.99269 -0.5881
C -2.18246 -1.09255 3.28532 0.3382
C -2.77101 -2.47370 3.17367 -1.0773
C -2.79207 -0.00826 2.66043 -0.2514
H -2.68061 3.36721 2.52811 0.4757
H -3.95859 2.30216 1.92087 0.3710
H -2.47408 2.50885 0.99494 0.1304
H -0.61200 2.43692 3.47619 0.3469
H 1.43204 -0.35131 4.85325 0.2600
H 0.69805 0.92034 5.83549 0.3982
H 1.49099 1.33134 4.31451 0.3619
H -0.49369 -1.72469 4.43472 0.2082
H -3.20951 -2.65034 2.18964 0.0646
H -3.56932 -2.61709 3.90739 0.3258
H -2.00508 -3.22906 3.35432 0.2901
H -3.70053 -0.17757 2.08899 0.3522
N -0.84082 7.15336 -7.85813 -0.5932
C -0.77826 6.38229 -7.00583 0.0143
C -0.70247 5.42263 -5.94010 0.6134
C -1.22963 5.73617 -4.68793 -0.8834
C -1.15720 4.80923 -3.66336 -0.0711
C -0.55174 3.57072 -3.86499 -0.2826
C -0.02766 3.26942 -5.12032 -0.1055
C -0.10329 4.18295 -6.15692 -0.8560
C -0.46418 2.57951 -2.75198 1.4937
C -1.69420 2.08692 -2.29078 -0.1276
C -2.97461 2.30539 -2.89465 -0.6842
C -3.88288 1.59836 -2.14113 -1.4208
C -3.12002 0.98952 -1.10444 -0.1548
N -1.83388 1.27075 -1.18439 -0.1454
C 0.82720 2.27597 -2.32138 -0.0938
C 2.01836 2.97793 -2.71926 -0.8098
C 3.05411 2.40361 -2.03309 -0.9975
C 2.46055 1.35998 -1.25618 -0.1979
N 1.15758 1.28128 -1.40853 -0.1286
H -1.69111 6.70135 -4.52707 0.4229
H -1.56896 5.03559 -2.68828 0.5029
H 0.44211 2.30605 -5.27123 0.5260
H 0.29994 3.94387 -7.13199 0.4250
H -3.17495 2.88087 -3.78640 0.4840
H -4.94734 1.50894 -2.30085 0.4486
H -3.49293 0.36198 -0.30168 0.4222
H 2.07280 3.81357 -3.40169 0.4302
H 4.10103 2.66736 -2.06915 0.4108
H 2.98656 0.66747 -0.60776 0.3192
Se 7.53992 -5.68054 -0.60550 -0.4648
C 6.09915 -4.61393 -0.26854 0.0457
N 5.18600 -3.93384 -0.02240 -0.6544
O 1.02339 -2.71061 2.43319 -0.6490
C 2.23524 -2.52446 2.44854 -0.1270
C 2.89652 -1.50011 1.55665 0.1126
C 3.83092 -0.52232 2.28282 -0.2696
C 5.23601 -1.05658 2.54777 -0.7618
C 5.28968 -2.18880 3.56885 -0.7671
C 4.48630 -3.41118 3.14502 -0.4704
N 3.03834 -3.24734 3.27812 -0.1323
H 2.07196 -0.94562 1.11379 0.0970
H 3.44176 -2.03397 0.76926 0.3338
H 3.36913 -0.21155 3.22760 0.0065
H 3.90710 0.38025 1.67237 0.3375
H 5.86967 -0.23315 2.89190 0.3737
H 5.66190 -1.41741 1.60618 0.3565
H 4.93479 -1.83883 4.54526 0.3122
H 6.33122 -2.50067 3.69268 0.4016
H 4.75314 -4.26229 3.77208 0.4449
H 4.74351 -3.67912 2.11761 0.1744
H 2.53313 -3.96006 3.77815 0.3263
O -1.81088 -2.92598 -2.62986 -0.8208
C -2.87112 -3.24873 -2.08213 0.5304
C -3.99522 -3.96408 -2.83625 -0.5216
C -4.99703 -4.26756 -1.73487 -0.4494
C -4.42196 -3.51685 -0.52130 0.2132
O -5.02071 -3.43160 0.54213 -0.7171
N -3.18827 -3.00294 -0.79465 -0.2743
H -3.59493 -4.83327 -3.35818 0.2763
H -4.38067 -3.27568 -3.59113 0.2108
H -5.04389 -5.32826 -1.48097 0.2042
H -6.01471 -3.92979 -1.92666 0.2446
```

---

Below is C36H37F4N4O2S2Se2V as an isolated structure in a non-equilibrium geometry, with properties calculated with ωB97M-V/def2-TZVPD.

Results
Gap between HOMO and LUMO (spin up / spin down), eV: 7.36 / 5.37
ΔE to the lowest compared entry with this formula, charge and spin, eV: 2.310
Spin multiplicity: 2
Total charge: +1
DFT total energy, a.u.: -8705.92582
⟨S²⟩: 0.980

Structure (XYZ):
```
88
Properties=species:S:1:pos:R:3:mulliken_charge:R:1
V 0.35239 1.63731 0.09075 0.5461
C -0.36563 4.43540 -1.15287 -1.2822
N -0.51975 2.98474 -1.38427 0.9720
C -1.95027 2.71231 -1.64950 -1.5718
C 0.26899 2.63047 -2.58826 -0.5088
C 1.75252 2.52323 -2.27585 -1.3235
N 1.89302 1.81154 -1.00690 1.2787
C 3.11889 1.38088 -0.56948 -0.6349
C 3.18597 0.76930 0.68918 0.6734
F 2.01449 0.69238 1.39590 -0.1777
C 4.33280 0.29569 1.26851 0.0458
F 4.25194 -0.28311 2.47104 -0.3149
C 5.54633 0.41409 0.62722 -0.7380
C 5.53351 1.04703 -0.59859 0.3341
F 6.68088 1.21820 -1.25520 -0.3239
C 4.37477 1.52106 -1.18410 0.2327
F 4.48968 2.13388 -2.37244 -0.3316
H -0.70865 4.99479 -2.02833 0.3714
H 0.67770 4.68123 -0.96590 0.3130
H -0.95296 4.75531 -0.29627 0.3862
H -2.26521 3.15642 -2.60093 0.3537
H -2.56015 3.14164 -0.86033 0.2769
H -2.12991 1.64147 -1.67918 0.5885
H 0.10034 3.36171 -3.38522 0.5327
H -0.07206 1.66654 -2.93475 -0.2021
H 2.21538 3.51234 -2.21899 0.5141
H 2.22756 1.99650 -3.10223 0.6068
H 6.46373 0.04730 1.06520 0.5391
Se -2.08784 2.98444 1.95851 0.0205
Se -1.86725 1.74121 3.87609 -0.0374
C -1.26376 0.14200 3.02112 -0.4426
C -1.44419 -1.16551 3.73751 -0.4414
C -2.37025 -1.97954 2.84740 -1.4245
C -1.91922 -2.07635 1.60790 -0.9018
C -0.65580 -1.27600 1.36603 0.8696
N -0.87389 0.13600 1.81040 0.1031
C -0.33453 3.77402 1.97102 0.0607
C -0.16686 4.95804 2.66759 -0.7862
C 1.09245 5.52593 2.76580 -0.6220
C 2.14497 4.85251 2.15557 -0.9431
C 1.90742 3.69033 1.45957 -0.3250
N 0.67030 3.12322 1.32241 1.1498
H -1.80805 -1.03567 4.75324 1.0595
H -3.26248 -2.44646 3.24461 0.4603
H -2.37198 -2.67432 0.82623 0.6392
H -0.33303 -1.26897 0.34040 0.0304
H -1.03008 5.41937 3.12558 0.5404
H 1.24740 6.45175 3.30214 0.4342
H 3.15730 5.23002 2.21366 0.5160
H 2.72960 3.18916 0.97608 0.4948
O -0.46420 -0.23528 -1.41113 -0.9300
S -0.80071 -0.66802 -2.80987 0.2534
C -0.15809 -2.35497 -3.17253 -0.8506
C -0.75326 -3.55666 -2.44045 -1.5733
C -0.31880 -3.65296 -0.97465 1.4225
C 1.12734 -4.12921 -0.81812 -1.2572
S 2.08766 -3.08201 0.32505 -0.1716
O 1.96543 -1.70491 -0.22367 -0.1782
C 0.96646 -3.20396 1.74278 0.0453
C 0.47375 -1.88449 2.28832 0.2398
C -0.07414 -1.94239 3.72832 0.0500
C -0.33122 -3.32937 4.25664 -1.0800
C 0.02687 -4.43359 3.61554 -0.8199
C 0.75180 -4.36990 2.34551 -0.4060
C -2.55980 -1.01386 -2.81865 0.5914
C -3.17793 -1.33195 -4.02097 -0.5912
C -4.54206 -1.57893 -4.02954 -0.6486
C -5.27128 -1.49146 -2.84915 -0.5522
C -4.64262 -1.14885 -1.65949 -1.0925
C -3.27602 -0.90165 -1.64154 0.2231
H 0.91751 -2.25893 -3.00324 0.5740
H -0.32703 -2.42617 -4.25050 0.6679
H -0.44981 -4.46377 -2.96986 0.4477
H -1.84043 -3.50932 -2.49953 0.4637
H -0.98682 -4.31634 -0.42572 0.7953
H -0.42204 -2.66032 -0.53866 -1.2194
H 1.69436 -4.05317 -1.74856 0.5815
H 1.21325 -5.15552 -0.45628 0.4335
H 1.30198 -1.18277 2.24764 0.0323
H 0.60736 -1.43835 4.41796 0.5013
H -0.85605 -3.39327 5.20641 0.4574
H -0.18528 -5.40950 4.03477 0.4124
H 1.14206 -5.29740 1.93650 0.4326
H -2.60008 -1.38911 -4.93863 0.4276
H -5.03920 -1.83295 -4.95725 0.4255
H -6.33678 -1.68409 -2.86077 0.4162
H -5.21565 -1.06950 -0.74366 0.4864
H -2.76300 -0.61997 -0.73011 0.3795
```